Record 1
The molecule C24H16N4O3S2 at a distorted geometry, computed with ωB97M-V/def2-TZVPD.

Geometry as XYZ:
```
49
Properties=species:S:1:pos:R:3:forces:R:3:lowdin_charge:R:1
O 0.91767 3.58958 0.54185 -0.448 -1.655 0.206 0.0428
C 0.87620 2.45809 1.05461 0.512 2.327 -0.167 -0.3906
N -0.19221 1.62113 0.94035 -0.052 -0.395 -0.678 0.1843
C -1.06192 1.60825 -0.19736 0.329 0.679 0.851 -0.3405
N -1.65765 0.53226 -0.52187 -0.825 -1.912 -0.688 0.1576
C -2.42832 0.80330 -1.67045 -0.051 -0.271 -0.049 -0.2019
C -3.16343 -0.02839 -2.52638 0.217 1.046 -2.269 0.1034
C -3.60755 0.59263 -3.79873 0.697 -0.797 2.929 -0.1445
C -4.27988 -0.26702 -4.79349 -2.810 -2.640 2.008 -0.3379
O -5.07562 -1.18995 -4.39602 2.727 2.652 -1.268 0.0359
C -4.17875 -0.01914 -6.22192 0.987 -0.039 -1.938 -0.4613
C -4.94351 -0.60543 -7.17100 -1.127 0.225 -2.332 -0.0931
C -4.74416 -0.02159 -8.53664 -1.519 -1.133 1.170 -0.1884
C -3.82892 0.97730 -8.61784 0.297 -1.919 1.476 -0.3695
S -2.99368 0.95188 -7.07615 0.200 1.914 0.434 1.0036
C -3.55713 1.98893 -3.91079 -0.238 0.681 -0.562 -0.0748
C -2.98060 2.84788 -2.97718 -0.438 -0.345 -0.143 -0.0066
C -2.31298 2.17037 -1.95972 0.873 1.215 0.970 -0.1822
N -1.40003 2.66326 -1.00399 -0.417 1.134 -0.436 0.1761
C 2.05538 2.06260 1.88847 -1.626 -3.204 0.847 -0.2811
C 2.99938 2.90103 2.23594 1.657 3.088 -0.617 -0.3668
S 4.31519 2.13968 2.99143 -0.151 0.063 0.924 1.0909
C 3.34496 0.68745 3.11611 0.741 -0.258 -0.683 -0.5200
C 3.80803 -0.50866 3.84222 -2.298 -1.961 0.161 -0.2190
C 5.06537 -0.71573 4.32483 0.269 1.263 -0.244 -0.0849
C 5.49301 -1.72482 5.12402 -1.979 -2.903 1.448 0.0347
C 4.49253 -2.68556 5.49269 -0.005 -0.590 -0.640 -0.1698
C 3.18837 -2.57487 5.02213 0.549 0.919 -0.498 -0.1570
C 2.88483 -1.54237 4.14583 -2.306 0.461 0.022 0.0393
C 2.34103 -3.67375 5.61365 0.188 -0.131 -2.452 -0.1012
C 3.34473 -4.54479 6.34556 -0.372 1.219 -0.770 -0.1293
O 4.63532 -3.89256 6.17101 0.681 0.519 0.327 -0.0224
N 2.24640 0.76727 2.45210 -1.218 0.675 -0.735 0.0991
H -0.12462 0.73567 1.45949 -0.143 0.440 -0.684 0.1526
H -3.25061 -1.11331 -2.40778 -0.045 0.541 0.098 0.1235
H -5.70260 -1.38704 -6.97609 0.536 0.761 -0.011 0.1277
H -5.37500 -0.35748 -9.36767 0.287 0.247 0.323 0.0998
H -3.52878 1.49306 -9.52150 0.253 0.076 0.410 0.0726
H -4.01503 2.50512 -4.75469 -0.056 -0.490 -0.001 0.1031
H -3.19434 3.94362 -3.06331 0.844 -1.151 0.196 0.1297
H -1.09396 3.64296 -0.99251 0.112 -0.991 0.438 0.1631
H 2.97652 3.98204 2.00345 0.286 -0.916 0.046 0.1081
H 5.69491 0.05708 4.03442 1.861 1.132 -0.149 0.0746
H 6.46035 -1.85352 5.53445 0.915 0.207 -0.022 0.1075
H 1.80778 -1.48223 3.78357 1.569 0.110 0.330 0.1408
H 1.77311 -4.20571 4.80875 0.440 0.297 0.712 0.1382
H 1.65690 -3.27392 6.28746 -1.415 0.788 1.057 0.0937
H 3.27347 -5.50746 5.86390 0.909 -0.554 0.347 0.1190
H 3.03985 -4.54716 7.38478 0.602 -0.424 0.307 0.1213
```
Forces are in eV/Å.

Results
**2S+1**: 1
**SMILES string**: O=C(Nc1nc2cc(C(=O)c3cccs3)ccc2[nH]1)c1csc(-c2ccc3c(c2)CCO3)n1
**LUMO level**: -0.3 eV
**DFT total energy**: -2165.2681 Ha

=====

Record 2
The ion C24H16N5O6S with charge -1 at a distorted geometry, computed with ωB97M-V/def2-TZVPD.

Geometry as XYZ:
```
52
Properties=species:S:1:pos:R:3:forces:R:3:lowdin_charge:R:1
C 2.69679 4.94582 -1.72296 0.043 -0.003 -0.091 -0.0533
C 1.55823 4.21611 -1.06621 -0.357 -0.364 0.006 -0.2666
C 0.24754 4.69269 -1.15264 -0.243 -0.177 0.327 -0.0309
C -0.82123 3.99929 -0.56354 0.416 -0.248 0.008 -0.0392
C -0.54096 2.84906 0.18806 0.010 0.609 0.142 -0.2713
S -1.78779 1.71496 0.77889 1.029 -1.226 -1.016 0.7312
O -1.68277 1.45948 2.18697 -0.002 0.191 0.036 -0.2836
O -3.03427 2.06693 0.15876 0.276 -0.029 0.548 -0.2729
N -1.10426 0.29876 0.03412 -0.919 1.787 1.172 -0.0948
C -1.41682 0.11546 -1.31727 -0.388 -0.885 -1.529 -0.1822
C -1.88145 1.00042 -2.26379 0.437 0.374 -0.087 0.0507
C -2.00803 0.57070 -3.60559 0.384 -1.296 0.077 -0.1680
N -2.11897 1.52815 -4.66616 -0.140 1.096 -1.236 -0.3417
O -2.12233 1.12238 -5.85295 -0.079 0.518 1.766 0.0049
O -2.17005 2.74818 -4.38862 -0.007 -1.696 -0.187 0.0111
C -1.88302 -0.79674 -3.93523 0.009 0.506 0.446 0.0024
C -1.57894 -1.72329 -2.93451 -0.037 0.304 -0.181 -0.0004
C -1.26002 -1.27511 -1.63677 -0.084 0.516 -0.349 -0.0827
C -0.86914 -1.92431 -0.45039 -0.875 -1.826 0.340 -0.1143
N -1.06348 -3.30466 -0.24389 -0.103 0.298 -0.674 -0.3447
O -1.09105 -4.06658 -1.24594 0.020 0.709 0.955 -0.0206
O -1.22624 -3.74275 0.92233 0.294 0.497 -0.618 -0.0166
C -0.91235 -0.99046 0.73898 -1.716 -0.929 -0.565 -0.2129
C 0.39241 -1.05044 1.50308 0.819 -0.064 1.300 -0.1780
C 1.41941 -0.80556 0.47582 1.661 0.231 -0.814 -0.2063
N 2.23822 -0.61918 -0.32883 -1.204 -0.197 1.311 0.2006
C 0.73430 -2.31220 2.38056 0.627 0.357 0.330 -0.1409
C -0.02693 -2.61687 3.52068 -0.150 -0.025 -0.061 -0.0221
C 0.32897 -3.65102 4.38706 -0.009 0.232 -0.053 -0.0206
C 1.52011 -4.36580 4.19753 -0.200 0.384 -0.569 -0.2428
C 1.87255 -5.43293 5.09699 0.414 -1.483 1.339 -0.1821
N 2.12640 -6.29413 5.84548 -0.433 1.649 -1.445 0.1328
C 2.34175 -4.00863 3.12505 0.045 0.259 -0.129 -0.0186
C 1.96398 -2.98139 2.24852 -0.333 -0.140 -0.050 -0.0100
C 0.77454 2.44624 0.38248 0.153 -0.212 -0.225 -0.0594
C 1.79201 3.03847 -0.34709 -0.091 0.469 0.244 -0.0211
H 3.63097 4.39639 -1.56282 -0.139 0.184 -0.127 0.0751
H 2.52770 5.06543 -2.80104 0.070 -0.035 0.228 0.0853
H 2.80450 5.94713 -1.28618 0.017 -0.180 -0.109 0.0829
H 0.06042 5.60821 -1.71122 -0.082 -0.181 0.094 0.1158
H -1.84201 4.34737 -0.69372 0.122 -0.183 -0.031 0.1179
H -2.12285 2.03124 -2.05266 0.198 -0.047 0.026 0.0941
H -2.01158 -1.10336 -4.97377 -0.011 0.074 0.392 0.1120
H -1.59229 -2.78579 -3.13993 0.247 0.149 -0.003 0.0945
H -1.79616 -1.22182 1.37342 0.617 0.094 0.046 0.1658
H 0.39909 -0.23067 2.25074 0.124 -0.095 -0.484 0.1478
H -0.90911 -2.01670 3.75035 0.097 -0.294 -0.163 0.1247
H -0.29188 -3.90476 5.24634 0.067 0.188 -0.268 0.1184
H 3.30212 -4.50918 2.98824 -0.323 0.133 -0.002 0.1184
H 2.64883 -2.69176 1.45288 -0.193 -0.168 0.093 0.1056
H 1.01049 1.63535 1.06754 -0.132 0.022 -0.404 0.0950
H 2.77465 2.58191 -0.35714 0.052 0.150 0.244 0.1115
```
Forces are in eV/Å.

Results
**2S+1**: 1
**SMILES string**: Cc1ccc(S(=O)(=O)N2c3cc([N+](=O)[O-])ccc3C(=[N+]([O-])[O-])[C@H]2[C@H](C#N)c2ccc(C#N)cc2)cc1
**Relative energy (zero: lowest compared OMol25 entry of this formula, charge and spin)**: 0.0 kcal per mole
**Net charge**: -1
**LUMO level**: 2.1 eV
**DFT total energy**: -2047.4532 Ha

=====

Which of these has the lowest LUMO level?
C24H16N4O3S2

=====

What is the formula in the first record?
C24H16N4O3S2

=====

The highest DFT total energy belongs to which entry?
C24H16N5O6S

=====

DFT total energy of number 1 (C24H16N4O3S2)?
-2165.2681 Ha